The following is a quantum chemistry calculation of the molecule C3H3N3OS in a non-equilibrium geometry, from OMol25.

Computed properties:
HOMO-LUMO gap = 7.9 eV
E_HOMO = -9.1 eV
SMILES = Nc1connc1=S
molecular weight = 129.14 g/mol
relative energy (zero: lowest compared OMol25 entry of this formula, charge and spin) = 129.69 kcal per mole
total energy = -20507.7553 eV

Each line ends with the natural charge from an NBO analysis.
Geometry (Å):
N  -1.24008  1.28577  -1.20607  0.20
H  -1.07278  -1.92187  -1.49290  0.19
H  1.10428  -1.94807  1.15727  0.39
C  0.41729  0.43621  0.28924  -0.07
H  0.68518  -3.01833  -0.08466  0.38
O  -1.56781  -0.01938  -1.47257  -0.32
C  -0.74340  -1.08377  -1.11904  0.15
N  1.20960  -2.09805  0.08306  -0.81
S  0.91326  0.73071  1.80424  0.03
N  -0.47980  1.46273  -0.19670  -0.19
C  0.45704  -0.88598  -0.40838  0.06

Forces on the atoms, in the same order (eV/Å):
0.9 -0.1 3.6
-1.8 -4.4 -1.8
0.7 -0.4 -2.1
-1.5 -1.0 0.6
0.7 2.1 -0.1
0.8 -1.6 -1.1
4.0 6.6 2.8
-1.9 1.5 1.8
0.8 -0.3 0.2
0.4 -0.6 -3.6
-3.1 -1.8 -0.1